{
  "formula": "C7H7Cl2O2",
  "method": "the ωB97M-V functional and the def2-TZVPD basis",
  "symbols": ["C", "C", "C", "C", "C", "C", "C", "O", "O", "Cl", "Cl", "H", "H", "H", "H", "H", "H", "H"],
  "xyz": [[0.456, 1.554, -0.913], [1.788, 1.151, -0.577], [0.124, 2.757, -1.342], [-0.448, 0.428, -0.464], [1.787, -0.231, 0.110], [0.339, -0.213, 0.704], [-2.866, 1.671, -1.837], [-0.012, 3.811, -1.790], [2.820, 1.809, -0.796], [-2.875, 0.157, -2.990], [-4.067, 2.810, -2.375], [-1.437, 0.788, -0.281], [-0.600, -0.277, -1.422], [1.789, -0.970, -0.686], [2.605, -0.406, 0.917], [0.454, 0.402, 1.527], [-0.091, -1.159, 0.932], [-3.328, 1.144, -0.917]],
  "homo_lumo_gap_ha": 0.2347,
  "homo_energy_ha": -0.111,
  "total_charge": -1,
  "e_lumo_ev": 3.37
}

{
  "formula": "C7H7Cl3N2",
  "method": "the ωB97M-V functional and the def2-TZVPD basis",
  "symbols": ["C", "C", "C", "C", "C", "C", "C", "N", "N", "Cl", "Cl", "Cl", "H", "H", "H", "H", "H", "H", "H"],
  "xyz": [[-0.784, 2.406, 1.251], [-0.727, 2.311, -0.095], [-0.802, 1.161, 1.913], [-0.359, 1.121, -0.748], [-0.527, 0.026, 1.262], [-0.221, -0.066, -0.068], [1.015, -1.405, -1.687], [0.247, -2.294, 0.459], [0.058, -1.342, -0.509], [2.416, -0.310, -1.673], [0.082, -1.070, -3.217], [1.660, -3.047, -1.926], [-1.077, 3.313, 1.743], [-0.587, 3.235, -0.583], [-0.909, 1.125, 2.898], [-0.068, 1.147, -1.777], [-0.304, -0.788, 1.860], [1.259, -2.498, 0.642], [-0.373, -3.024, 0.252]],
  "homo_lumo_gap_ha": 0.3329,
  "homo_energy_ha": -0.315,
  "e_lumo_ev": 0.50
}

{
  "formula": "C7H7Cl3N2O2",
  "method": "the ωB97M-V functional and the def2-TZVPD basis",
  "symbols": ["C", "C", "C", "C", "C", "C", "C", "N", "N", "O", "O", "Cl", "Cl", "Cl", "H", "H", "H", "H", "H", "H", "H"],
  "xyz": [[0.021, 0.996, 2.268], [1.387, 0.858, 0.188], [1.260, 1.055, 1.519], [-0.981, 0.166, 1.925], [-0.934, -0.781, 0.838], [0.277, 0.657, -0.727], [-0.610, -0.234, -2.809], [0.363, -0.179, -1.744], [0.107, -1.620, 0.657], [0.097, -2.317, -0.398], [1.106, -1.574, 1.376], [2.658, 1.367, 2.440], [-2.467, 0.223, 2.805], [-0.912, 1.907, -0.796], [-0.054, 1.610, 3.150], [2.374, 0.793, -0.245], [-1.834, -1.019, 0.293], [-1.570, -0.599, -2.445], [-0.748, 0.754, -3.245], [-0.236, -0.921, -3.562], [0.698, -1.142, -1.489]],
  "homo_lumo_gap_ha": [0.2575, 0.2574],
  "homo_energy_ha": [-0.304, -0.304],
  "e_lumo_ev": [-1.28, -1.28]
}

{
  "formula": "C7H7ClFO4S",
  "method": "the ωB97M-V functional and the def2-TZVPD basis",
  "symbols": ["C", "C", "C", "C", "C", "C", "C", "O", "O", "O", "O", "F", "S", "Cl", "H", "H", "H", "H", "H", "H", "H"],
  "xyz": [[0.469, 2.372, 0.752], [1.363, 1.610, 1.427], [-0.511, 1.952, -0.296], [1.457, 0.184, 1.270], [-0.323, 1.247, -1.416], [0.548, -0.787, 1.257], [0.064, -2.923, 0.190], [-2.846, 0.812, -2.291], [-0.873, -0.343, -3.310], [-1.525, -0.922, -1.069], [0.883, -2.110, 1.164], [2.770, -0.264, 1.099], [-1.573, 0.114, -2.099], [-1.009, -0.367, 1.943], [0.504, 3.484, 0.913], [2.022, 2.130, 2.157], [-1.566, 2.176, 0.077], [0.520, 0.817, -1.867], [-0.709, -3.346, 0.752], [0.805, -3.705, -0.180], [-0.468, -2.132, -0.471]],
  "homo_lumo_gap_ha": 0.3156,
  "homo_energy_ha": -0.197,
  "total_charge": -1,
  "e_lumo_ev": 3.24
}

{
  "formula": "C7H7ClN4S",
  "method": "the ωB97M-V functional and the def2-TZVPD basis",
  "symbols": ["C", "C", "C", "C", "C", "C", "C", "N", "N", "N", "N", "S", "Cl", "H", "H", "H", "H", "H", "H", "H"],
  "xyz": [[-1.502, 1.778, -1.298], [-0.496, 1.427, -2.122], [-1.628, 1.188, -0.048], [0.519, 0.544, -1.662], [-0.738, 0.202, 0.374], [0.385, -0.095, -0.370], [-1.037, -0.536, 1.624], [-0.553, -1.923, 1.856], [0.434, -2.358, 1.297], [2.497, -0.469, 1.205], [2.102, -1.977, -0.922], [1.477, -1.261, 0.343], [-0.300, 0.367, 2.988], [-2.162, 2.595, -1.565], [-0.400, 2.074, -3.010], [-2.475, 1.497, 0.612], [1.426, 0.280, -2.198], [-2.140, -0.704, 1.881], [2.020, 0.225, 1.700], [2.569, -2.855, -0.684]],
  "homo_lumo_gap_ha": 0.3133,
  "homo_energy_ha": -0.339,
  "e_lumo_ev": -0.69
}

{
  "formula": "C7H7ClO",
  "method": "the ωB97M-V functional and the def2-TZVPD basis",
  "symbols": ["C", "C", "C", "C", "C", "C", "C", "O", "Cl", "H", "H", "H", "H", "H", "H", "H"],
  "xyz": [[1.046, -0.167, 0.010], [1.971, -1.346, -0.201], [1.475, 0.834, 0.754], [2.399, -2.459, -0.332], [-1.880, -0.628, -0.073], [-0.979, 0.324, -0.166], [-1.126, 1.808, -0.168], [-1.687, -1.920, -0.360], [-3.602, -0.340, 0.119], [0.930, 1.708, 1.064], [2.485, 0.988, 0.963], [-0.815, -1.967, -0.726], [3.209, -3.197, -0.309], [-1.157, 2.241, 0.781], [-2.030, 1.940, -0.589], [-0.240, 2.179, -0.765]],
  "homo_lumo_gap_ha": 0.3367,
  "homo_energy_ha": -0.332,
  "e_lumo_ev": 0.14
}

{
  "formula": "C7H7F2NO",
  "method": "the ωB97M-V functional and the def2-TZVPD basis",
  "symbols": ["C", "C", "C", "C", "C", "C", "C", "N", "O", "F", "F", "H", "H", "H", "H", "H", "H", "H"],
  "xyz": [[-2.134, -1.368, -0.638], [-0.718, -1.227, -0.537], [-2.877, -0.235, -0.663], [-0.208, 0.006, -0.464], [-0.921, 1.235, -0.463], [2.761, 1.228, 0.465], [2.513, 0.106, -0.466], [-2.303, 0.988, -0.578], [-0.517, 2.375, -0.371], [2.825, 0.252, -1.755], [2.817, -1.136, -0.080], [-2.586, -2.344, -0.699], [-0.090, -2.105, -0.527], [-3.953, -0.254, -0.751], [2.292, 1.006, 1.420], [3.834, 1.384, 0.629], [2.325, 2.133, 0.051], [-2.886, 1.818, -0.590]],
  "homo_lumo_gap_ha": [0.2841, 0.2742],
  "homo_energy_ha": [-0.262, -0.316],
  "multiplicity": 3,
  "e_lumo_ev": [0.59, -1.14]
}

{
  "formula": "C7H7FN2",
  "method": "the ωB97M-V functional and the def2-TZVPD basis",
  "symbols": ["C", "C", "C", "C", "C", "C", "C", "N", "N", "F", "H", "H", "H", "H", "H", "H", "H"],
  "xyz": [[-0.939, -1.260, -1.623], [0.674, 1.789, 0.645], [1.405, 0.658, 0.514], [-0.591, 1.981, -0.161], [1.108, -0.405, -0.539], [-0.330, -0.826, -0.481], [-0.863, -1.370, 0.847], [-1.515, -1.616, -2.543], [-1.368, 1.056, -0.553], [1.412, 0.058, -1.817], [1.049, 2.503, 1.483], [2.303, 0.327, 1.102], [-1.209, 2.844, 0.118], [1.768, -1.367, -0.389], [-0.091, -1.842, 1.413], [-1.655, -1.980, 0.510], [-1.156, -0.549, 1.474]],
  "homo_lumo_gap_ha": 0.3187,
  "homo_energy_ha": -0.336,
  "e_lumo_ev": -0.47
}

{
  "formula": "C7H7FO3",
  "method": "the ωB97M-V functional and the def2-TZVPD basis",
  "symbols": ["C", "C", "C", "C", "C", "C", "C", "O", "O", "O", "F", "H", "H", "H", "H", "H", "H", "H"],
  "xyz": [[0.604, 1.408, -1.427], [1.378, 1.893, -0.369], [1.716, -1.281, 0.088], [-0.415, 0.715, -0.405], [-0.574, -0.739, -0.596], [0.618, 1.279, 0.627], [-1.275, -1.322, 0.626], [2.746, -1.846, 0.212], [0.729, -1.402, -0.686], [-2.442, -0.689, 1.102], [0.478, 1.360, 1.948], [0.831, 1.333, -2.496], [2.238, 2.522, -0.462], [-1.230, 1.356, -0.481], [-0.987, -0.907, -1.506], [-0.650, -1.353, 1.526], [-1.435, -2.441, 0.604], [-2.330, 0.114, 1.694]],
  "homo_lumo_gap_ha": [0.2959, 0.2815],
  "homo_energy_ha": [-0.288, -0.285],
  "e_lumo_ev": [0.21, -0.08]
}

{
  "formula": "C7H7HgO5S",
  "method": "the ωB97M-V functional and the def2-TZVPD basis",
  "symbols": ["O", "C", "Hg", "C", "O", "C", "O", "C", "O", "C", "O", "H", "C", "S", "C", "H", "H", "H", "H", "H", "H"],
  "xyz": [[-0.281, 3.368, -1.167], [-0.270, 2.236, -1.076], [-0.271, 0.034, -1.098], [-0.241, -2.174, -1.149], [-0.237, -3.305, -1.235], [-0.259, -0.003, -3.458], [-0.352, -1.051, -3.958], [1.920, 0.044, -1.402], [3.056, 0.071, -1.485], [-2.442, 0.013, -1.339], [-3.573, 0.026, -1.492], [-0.160, 1.146, -3.686], [-0.840, 0.041, 3.300], [-0.255, -0.006, 1.640], [1.483, -0.125, 1.718], [-1.944, 0.137, 3.229], [-0.317, 0.930, 3.682], [-0.479, -0.929, 3.672], [1.956, 0.788, 1.335], [1.653, -0.233, 2.794], [1.853, -1.007, 1.175]],
  "homo_lumo_gap_ha": 0.2258,
  "homo_energy_ha": -0.379,
  "total_charge": 1,
  "e_lumo_ev": -4.16
}

{
  "formula": "C7H7IOS",
  "method": "the ωB97M-V functional and the def2-TZVPD basis",
  "symbols": ["C", "C", "C", "C", "C", "C", "C", "O", "S", "I", "H", "H", "H", "H", "H", "H", "H"],
  "xyz": [[0.500, -1.297, -1.140], [-0.396, -0.141, -1.145], [1.559, -1.238, -0.285], [-0.195, 0.881, -0.209], [-3.271, 0.974, 0.282], [1.907, -0.163, 0.622], [0.526, 0.613, 1.032], [-4.119, 1.558, 0.753], [-0.893, 2.457, -0.458], [-2.962, -1.130, 0.246], [0.382, -1.906, -2.064], [-0.809, 0.153, -2.056], [2.366, -1.976, -0.338], [2.410, -0.498, 1.573], [2.584, 0.417, -0.027], [0.483, 1.423, 1.728], [-0.072, -0.128, 1.485]],
  "homo_lumo_gap_ha": [0.2411, 0.2345],
  "homo_energy_ha": [-0.293, -0.297],
  "e_lumo_ev": [-1.40, -1.69]
}

{
  "formula": "C7H7IS",
  "method": "the ωB97M-V functional and the def2-TZVPD basis",
  "symbols": ["C", "C", "C", "C", "C", "C", "C", "S", "I", "H", "H", "H", "H", "H", "H", "H"],
  "xyz": [[-2.835, 1.225, 0.334], [-2.198, -0.023, 0.229], [-1.981, 2.265, 0.132], [-0.857, 0.073, -0.057], [1.358, -0.842, -0.579], [0.066, -1.004, -0.253], [3.510, -1.329, 0.708], [-0.381, 1.743, -0.194], [4.860, 0.041, -0.028], [-3.880, 1.348, 0.549], [-2.699, -0.964, 0.370], [-2.197, 3.315, 0.145], [1.983, -1.685, -0.825], [1.764, 0.145, -0.717], [-0.352, -1.996, -0.133], [3.840, -2.312, 0.319]],
  "homo_lumo_gap_ha": [0.2507, 0.2507],
  "homo_energy_ha": [-0.294, -0.294],
  "e_lumo_ev": [-1.18, -1.18]
}

{
  "formula": "C7H7IrN2O6",
  "method": "the ωB97M-V functional and the def2-TZVPD basis",
  "symbols": ["O", "C", "Ir", "C", "O", "C", "O", "C", "O", "C", "O", "H", "C", "N", "C", "N", "O", "H", "H", "H", "H", "H", "H"],
  "xyz": [[0.540, -2.900, -1.879], [0.271, -1.772, -2.075], [-0.282, 0.492, -1.894], [-0.702, 2.113, -0.808], [-1.051, 3.176, -0.522], [-0.501, 1.662, -3.478], [-0.618, 2.100, -4.546], [-2.103, -0.184, -1.539], [-3.153, -0.555, -1.238], [1.667, 0.693, -1.754], [2.806, 0.874, -1.672], [-0.195, -1.087, -2.986], [-0.436, -1.743, 2.949], [0.296, -0.530, 2.688], [0.432, 0.039, 1.464], [1.152, 1.208, 1.446], [-0.105, -0.471, 0.436], [-0.906, -2.109, 2.041], [-1.212, -1.542, 3.689], [0.244, -2.508, 3.323], [0.751, -0.066, 3.476], [1.487, 1.629, 0.571], [1.618, 1.480, 2.307]],
  "homo_lumo_gap_ha": [0.2541, 0.2305],
  "homo_energy_ha": [-0.693, -0.857],
  "multiplicity": 6,
  "total_charge": 3,
  "e_lumo_ev": [-11.95, -17.05]
}

{
  "formula": "C7H7N",
  "method": "the ωB97M-V functional and the def2-TZVPD basis",
  "symbols": ["C", "C", "C", "C", "C", "C", "C", "H", "H", "H", "H", "H", "H", "H", "N"],
  "xyz": [[0.402, 0.245, -0.392], [-0.612, 1.220, -0.152], [-1.984, 0.763, -0.112], [-2.139, -0.579, 0.145], [-1.012, -1.326, 0.075], [3.116, -0.325, -0.146], [2.506, 0.424, 0.525], [1.429, 0.450, -0.634], [-0.371, 2.365, -0.140], [-2.884, 1.379, -0.128], [-3.077, -1.059, 0.691], [-1.100, -2.412, 0.185], [3.707, -1.221, -0.570], [1.725, 1.097, 0.944], [0.295, -1.019, -0.290]],
  "homo_lumo_gap_ha": 0.3566,
  "homo_energy_ha": -0.331,
  "e_lumo_ev": 0.70
}

Energy relative to the best compared isomer or geometry (same formula, charge and spin) in eV, matching the order above: 1.495 1.594 0.753 0.000 0.000 4.634 0.000 2.859 3.858 3.374 0.711 2.630 1.484 4.895